No. 1
{"formula": "C24H74N6O10", "method": "ωB97M-V/def2-TZVPD", "species": ["C", "O", "C", "C", "C", "N", "H", "H", "H", "H", "H", "H", "H", "H", "H", "H", "H", "C", "O", "C", "C", "C", "N", "H", "H", "H", "H", "H", "H", "H", "H", "H", "H", "H", "C", "O", "C", "C", "C", "N", "H", "H", "H", "H", "H", "H", "H", "H", "H", "H", "H", "C", "O", "C", "C", "C", "N", "H", "H", "H", "H", "H", "H", "H", "H", "H", "H", "H", "C", "O", "C", "C", "C", "N", "H", "H", "H", "H", "H", "H", "H", "H", "H", "H", "H", "C", "O", "C", "C", "C", "N", "H", "H", "H", "H", "H", "H", "H", "H", "H", "H", "H", "O", "H", "H", "O", "H", "H", "O", "H", "H", "O", "H", "H"], "coordinates": [[-1.183, -3.223, -4.602], [-0.384, -2.036, -4.386], [-1.138, -0.843, -4.768], [-0.447, 0.362, -4.119], [-0.500, 0.556, -2.599], [-0.973, 1.574, -4.593], [-0.690, -4.081, -4.144], [-1.690, -3.369, -5.556], [-2.065, -3.174, -3.962], [-0.938, -0.694, -5.829], [-2.193, -0.906, -4.503], [0.594, 0.368, -4.439], [0.012, 1.441, -2.221], [0.184, -0.248, -2.326], [-1.530, 0.432, -2.264], [-0.420, 2.407, -4.451], [-1.955, 1.735, -4.418], [-3.148, 1.163, -0.010], [-3.970, 0.868, -1.108], [-5.242, 0.279, -0.906], [-5.788, -0.400, -2.139], [-5.352, -1.806, -2.563], [-5.579, 0.432, -3.328], [-3.343, 2.110, 0.494], [-2.120, 1.343, -0.325], [-3.089, 0.521, 0.869], [-5.272, -0.468, -0.112], [-5.907, 1.123, -0.722], [-6.860, -0.577, -2.062], [-5.382, -2.554, -1.771], [-4.290, -1.816, -2.809], [-5.877, -2.083, -3.477], [-5.408, -0.323, -3.977], [-4.684, 0.867, -3.155], [-2.552, -2.198, 0.128], [-3.134, -3.366, 0.642], [-4.047, -3.092, 1.692], [-4.939, -4.341, 2.062], [-5.534, -5.101, 0.845], [-5.937, -3.751, 2.925], [-2.255, -1.462, 0.876], [-3.184, -1.673, -0.588], [-1.602, -2.472, -0.329], [-3.620, -2.661, 2.598], [-4.732, -2.289, 1.421], [-4.281, -4.968, 2.664], [-4.653, -5.566, 0.403], [-6.065, -4.461, 0.140], [-6.080, -6.038, 0.953], [-6.733, -3.519, 2.349], [-6.277, -4.314, 3.692], [-1.836, 4.141, 3.000], [-1.168, 2.915, 2.986], [-1.879, 1.854, 3.692], [-0.960, 0.572, 3.787], [-1.854, -0.593, 4.292], [0.222, 0.727, 4.659], [-2.755, 4.091, 2.416], [-1.243, 4.925, 2.529], [-2.043, 4.458, 4.023], [-2.005, 2.153, 4.732], [-2.748, 1.605, 3.083], [-0.710, 0.357, 2.748], [-1.255, -1.495, 4.420], [-2.769, -0.832, 3.751], [-2.191, -0.406, 5.312], [0.958, 1.312, 4.289], [0.647, -0.188, 4.609], [7.388, -1.812, 4.593], [6.715, -1.060, 3.598], [5.290, -0.763, 3.895], [4.877, 0.066, 2.664], [3.335, 0.324, 2.716], [5.049, -0.544, 1.360], [6.816, -2.738, 4.647], [7.431, -1.246, 5.524], [8.336, -2.107, 4.143], [4.812, -1.731, 4.046], [5.258, -0.084, 4.747], [5.471, 0.973, 2.558], [3.058, 1.017, 1.922], [3.106, 0.870, 3.632], [2.851, -0.628, 2.500], [5.981, -0.933, 1.355], [4.504, -1.395, 1.362], [7.423, 2.668, -4.341], [6.175, 3.280, -3.875], [5.181, 2.405, -3.311], [4.128, 3.195, -2.481], [4.826, 3.733, -1.245], [3.103, 2.337, -1.974], [7.765, 2.051, -3.510], [8.231, 3.362, -4.573], [7.177, 2.141, -5.263], [4.701, 1.905, -4.153], [5.566, 1.474, -2.894], [3.627, 4.030, -2.972], [5.333, 2.982, -0.639], [4.096, 4.163, -0.559], [5.589, 4.436, -1.580], [2.291, 2.243, -2.567], [2.635, 2.890, -1.270], [0.596, -1.208, 0.133], [0.714, -2.127, 0.374], [1.357, -1.003, -0.410], [1.153, 3.728, 0.110], [1.514, 4.024, 0.945], [0.609, 2.974, 0.337], [0.497, 1.305, 0.971], [1.128, 0.938, 0.353], [-0.215, 0.666, 0.995], [3.151, -0.282, -0.810], [3.332, 0.462, -1.384], [3.876, -0.286, -0.185]], "smiles": "COC[C@H](C)N.COC[C@H](C)N.COC[C@H](C)N.COC[C@H](C)N.COC[C@H](C)N.COC[C@H](C)N.O.O.O.O", "homo_energy_ha": -0.3037, "total_charge": 0}


No. 2
{"formula": "H23O11", "method": "ωB97M-V/def2-TZVPD", "species": ["O", "H", "H", "O", "H", "H", "O", "H", "H", "O", "H", "H", "O", "H", "H", "O", "H", "H", "O", "H", "O", "H", "H", "O", "H", "H", "O", "H", "H", "O", "H", "H", "H", "H"], "coordinates": [[0.303, 2.741, -1.620], [2.573, -3.994, 0.395], [-2.617, -1.856, 0.899], [-0.859, -4.283, 1.522], [-0.207, 3.262, -0.967], [1.279, -3.819, -0.245], [0.188, -2.413, -1.289], [0.896, 4.930, 0.562], [0.548, 4.263, 1.844], [2.065, 1.651, -0.378], [1.478, 1.549, 0.415], [3.084, -1.334, -1.464], [-2.238, -1.009, 1.137], [-3.890, 1.651, -3.278], [-3.038, -0.471, 1.233], [-1.126, 0.346, 3.406], [-1.338, 0.353, 4.346], [-0.276, 1.974, -1.783], [1.708, -3.636, 0.602], [-0.614, -2.256, -0.756], [3.191, -0.445, -1.797], [-1.220, -4.272, 2.408], [-0.089, -4.845, 1.434], [-0.815, 1.273, 0.424], [3.134, -0.303, -2.714], [-0.829, 1.109, 1.381], [-2.941, 1.578, -3.140], [1.333, 2.334, -0.948], [-2.565, 1.972, -3.929], [0.754, 4.041, 0.929], [2.646, 2.390, -0.041], [-1.958, 0.093, 2.986], [-1.041, 0.351, 0.195], [0.553, -1.566, -0.964]], "homo_energy_ha": [-0.0972, -0.4048], "s2": 0.751, "total_charge": 0, "spin_multiplicity": 2}


No. 3
{"formula": "C5H12NOPS2", "method": "ωB97M-V/def2-TZVPD", "species": ["C", "N", "C", "P", "O", "S", "C", "C", "C", "S", "H", "H", "H", "H", "H", "H", "H", "H", "H", "H", "H", "H"], "coordinates": [[0.132, -2.917, -0.916], [1.054, -1.965, -0.340], [1.862, -2.467, 0.746], [0.695, -0.348, -0.447], [0.020, 0.040, -1.683], [-0.390, 0.323, 1.247], [-1.645, 1.403, 0.460], [-1.367, 2.889, 0.670], [-0.498, 3.496, -0.373], [-0.453, 5.077, -0.694], [-0.568, -3.319, -0.176], [-0.428, -2.414, -1.702], [0.695, -3.745, -1.352], [1.255, -2.915, 1.539], [2.546, -3.226, 0.357], [2.444, -1.652, 1.173], [1.964, 0.187, -0.260], [-2.587, 1.125, 0.927], [-1.674, 1.141, -0.598], [-2.308, 3.446, 0.715], [-0.881, 3.032, 1.643], [0.133, 2.811, -0.936]], "smiles": "CN(C)[P@@H](=O)SCCC=S", "homo_energy_ha": -0.3167, "total_charge": 0}


No. 4
{"formula": "C26H19N4O6RuS2Se", "method": "ωB97M-V/def2-TZVPD", "species": ["Ru", "C", "C", "C", "C", "C", "C", "C", "C", "S", "C", "N", "C", "C", "C", "C", "C", "C", "C", "C", "H", "H", "H", "H", "H", "H", "H", "H", "H", "H", "H", "H", "H", "H", "H", "H", "O", "C", "O", "C", "C", "C", "C", "C", "C", "N", "O", "O", "N", "O", "O", "H", "H", "H", "S", "C", "Se", "C", "N"], "coordinates": [[0.595, 0.801, -0.350], [-4.780, -2.434, 2.622], [-4.467, -0.966, 2.302], [-5.471, -0.057, 3.023], [-4.620, -0.756, 0.796], [-3.055, -0.638, 2.785], [-2.744, -0.781, 4.154], [-1.495, -0.506, 4.664], [-0.509, -0.069, 3.783], [1.144, 0.373, 4.093], [1.351, 0.716, 2.423], [0.290, 0.518, 1.691], [-0.796, 0.077, 2.429], [-2.064, -0.208, 1.926], [2.505, 1.284, 1.749], [3.706, 1.626, 2.356], [4.676, 2.282, 1.616], [4.428, 2.613, 0.289], [3.229, 2.259, -0.324], [2.270, 1.565, 0.395], [-5.772, -2.694, 2.247], [-4.769, -2.625, 3.696], [-4.052, -3.098, 2.153], [-6.485, -0.278, 2.681], [-5.262, 0.994, 2.816], [-5.446, -0.202, 4.104], [-5.643, -0.995, 0.502], [-3.952, -1.407, 0.228], [-4.427, 0.280, 0.510], [-3.513, -1.116, 4.837], [-1.289, -0.628, 5.719], [-2.247, -0.074, 0.869], [3.876, 1.395, 3.401], [5.616, 2.554, 2.077], [5.174, 3.157, -0.277], [3.045, 2.542, -1.349], [1.904, -3.090, -0.974], [1.840, -1.894, -1.153], [1.452, -1.035, -0.257], [2.205, -1.372, -2.542], [2.422, 0.005, -2.799], [2.701, 0.359, -4.139], [2.687, -0.528, -5.177], [2.436, -1.857, -4.859], [2.223, -2.297, -3.573], [2.442, -2.847, -5.966], [2.688, -2.429, -7.077], [2.197, -3.997, -5.679], [2.958, 1.779, -4.450], [2.969, 2.554, -3.515], [3.139, 2.077, -5.609], [3.005, 0.530, -2.057], [2.877, -0.219, -6.193], [2.053, -3.341, -3.355], [-0.611, 0.506, -3.317], [0.570, 0.625, -2.324], [-1.832, 5.000, -0.750], [-0.976, 3.490, -0.519], [-0.399, 2.479, -0.355]], "homo_energy_ha": [-0.2967, -0.2932], "s2": 0.769, "total_charge": 0, "spin_multiplicity": 2}


No. 5
{"formula": "C36H40N9O4STb", "method": "ωB97M-V/def2-TZVPD", "species": ["Tb", "C", "C", "C", "C", "C", "C", "C", "C", "C", "C", "C", "C", "C", "C", "C", "N", "H", "H", "H", "H", "H", "H", "H", "H", "H", "H", "O", "N", "N", "O", "C", "C", "C", "C", "C", "C", "H", "H", "H", "H", "H", "C", "N", "C", "C", "N", "C", "S", "C", "C", "C", "C", "C", "N", "H", "H", "H", "H", "H", "H", "H", "H", "H", "N", "C", "C", "O", "O", "H", "H", "H", "H", "C", "C", "C", "C", "N", "N", "H", "H", "H", "H", "H", "H", "H", "H", "H", "H", "H", "H"], "coordinates": [[-0.574, -0.368, 0.322], [-4.854, 0.898, 1.960], [-5.622, -0.152, 1.481], [-5.077, -1.219, 0.834], [-3.656, -1.333, 0.614], [-2.976, -0.247, 1.072], [-3.482, 0.797, 1.838], [-3.008, -2.388, -0.208], [-3.802, -3.216, -1.002], [-3.189, -4.270, -1.635], [-1.839, -4.574, -1.363], [-1.228, -5.768, -1.831], [0.109, -5.912, -1.690], [0.872, -5.020, -0.920], [0.297, -3.870, -0.380], [-1.102, -3.593, -0.608], [-1.690, -2.502, -0.067], [-5.222, 1.868, 2.346], [-6.689, -0.150, 1.630], [-5.724, -2.017, 0.437], [-2.796, 1.449, 2.412], [-4.877, -3.014, -1.218], [-3.823, -4.902, -2.319], [-1.918, -6.453, -2.335], [0.529, -6.863, -2.104], [1.927, -5.220, -0.751], [0.873, -3.212, 0.286], [0.173, -0.358, -1.838], [-0.431, 0.302, -2.778], [-1.707, 0.524, -2.546], [-2.172, 0.115, -1.398], [-2.445, 1.275, -3.468], [-1.766, 1.736, -4.621], [-2.409, 2.650, -5.475], [-3.770, 2.956, -5.287], [-4.437, 2.459, -4.129], [-3.765, 1.608, -3.243], [-0.786, 1.287, -4.803], [-1.805, 3.159, -6.244], [-4.350, 3.388, -6.111], [-5.496, 2.755, -3.917], [-4.180, 1.298, -2.273], [-1.301, 3.973, 2.075], [0.092, 4.071, 1.798], [1.046, 4.757, 2.488], [2.265, 4.438, 1.999], [2.094, 3.725, 0.822], [0.700, 3.438, 0.718], [0.000, 2.549, -0.482], [3.076, 3.411, -0.168], [3.751, 4.513, -0.650], [4.590, 4.335, -1.715], [4.847, 2.996, -2.079], [4.272, 1.961, -1.384], [3.333, 2.144, -0.455], [-1.620, 4.939, 2.482], [-1.392, 3.109, 2.778], [-1.902, 3.694, 1.182], [0.755, 5.445, 3.272], [3.330, 4.665, 2.321], [3.449, 5.518, -0.358], [5.148, 5.180, -2.198], [5.499, 2.685, -2.900], [4.703, 0.981, -1.544], [-0.709, -1.635, 2.596], [-0.630, -0.655, 3.727], [-0.403, 0.797, 3.279], [-0.432, 1.692, 4.152], [-0.108, 1.016, 2.006], [-1.570, -2.171, 2.523], [-0.050, -2.406, 2.768], [0.058, -0.925, 4.568], [-1.535, -0.622, 4.345], [4.864, -0.969, 1.007], [3.676, -1.904, 1.478], [3.792, -3.184, 0.602], [3.899, -2.305, 2.922], [2.316, -1.376, 1.409], [1.939, -0.624, 0.238], [5.844, -1.349, 1.415], [4.743, 0.023, 1.502], [4.937, -0.890, -0.095], [4.791, -3.634, 0.760], [3.882, -2.928, -0.477], [3.007, -3.882, 0.610], [4.859, -2.723, 3.192], [3.105, -2.944, 3.377], [4.015, -1.396, 3.524], [2.130, -0.743, 2.166], [2.427, -1.041, -0.600], [2.305, 0.347, 0.337]], "homo_energy_ha": [-0.2362, -0.2394], "s2": 12.612, "total_charge": 0, "spin_multiplicity": 7}


No. 6
{"formula": "C4H7N3", "method": "ωB97M-V/def2-TZVPD", "species": ["C", "C", "C", "C", "N", "N", "N", "H", "H", "H", "H", "H", "H", "H"], "coordinates": [[-2.049, 0.724, 0.227], [-1.031, -0.304, -0.310], [0.402, -0.058, 0.009], [1.499, -0.324, -0.754], [2.516, -0.299, 0.141], [2.075, -0.052, 1.376], [0.788, 0.080, 1.305], [-3.025, 0.238, 0.301], [-1.768, 1.110, 1.215], [-2.157, 1.584, -0.445], [-1.157, -1.282, 0.139], [-1.177, -0.405, -1.393], [1.588, -0.579, -1.800], [3.500, -0.434, -0.012]], "smiles": "CCc1c[nH]nn1", "homo_energy_ha": -0.3477, "total_charge": 0}


No. 7
{"formula": "C4H12", "method": "ωB97M-V/def2-TZVPD", "species": ["C", "C", "H", "H", "H", "H", "H", "H", "C", "C", "H", "H", "H", "H", "H", "H"], "coordinates": [[2.435, 0.116, -0.289], [1.516, 1.330, -0.441], [3.004, 0.182, 0.646], [1.924, -0.848, -0.289], [3.177, 0.131, -1.094], [0.917, 1.257, -1.347], [2.125, 2.234, -0.392], [0.851, 1.407, 0.421], [-1.361, -0.712, 0.834], [-2.592, -0.726, -0.091], [-1.228, 0.249, 1.322], [-1.523, -1.465, 1.605], [-0.461, -0.985, 0.295], [-3.415, -0.149, 0.325], [-2.392, -0.316, -1.085], [-2.872, -1.769, -0.260]], "homo_energy_ha": [0.0588, -0.2906], "s2": 0.750, "total_charge": -1, "spin_multiplicity": 2}


No. 8
{"formula": "C2H16O6", "method": "ωB97M-V/def2-TZVPD", "species": ["C", "C", "H", "H", "H", "H", "O", "H", "H", "O", "H", "H", "O", "H", "H", "O", "H", "H", "O", "H", "H", "O", "H", "H"], "coordinates": [[4.960, 2.948, 2.678], [4.269, 1.883, 2.305], [4.410, 3.815, 3.012], [6.011, 3.104, 2.475], [3.205, 1.827, 2.463], [4.732, 0.948, 2.007], [-2.658, -2.987, -2.643], [-2.136, -2.219, -2.911], [-2.211, -3.676, -3.149], [1.931, -1.674, -2.271], [2.586, -1.154, -2.736], [1.454, -0.967, -1.786], [-2.727, 0.148, -0.007], [-2.101, -0.481, 0.361], [-3.514, -0.352, -0.242], [1.272, 0.649, -0.804], [0.722, 0.669, -0.003], [2.175, 0.768, -0.504], [-5.080, -1.978, 0.520], [-6.034, -1.860, 0.615], [-5.052, -2.409, -0.347], [-0.047, 1.956, 1.250], [-0.210, 2.872, 0.989], [-0.965, 1.679, 1.392]], "smiles": "C=C.O.O.O.O.O.O", "homo_energy_ha": -0.3783, "total_charge": 0}


No. 9
{"formula": "C21H19ClF2N4O2", "method": "ωB97M-V/def2-TZVPD", "species": ["C", "C", "F", "C", "N", "C", "O", "C", "N", "C", "N", "C", "C", "C", "C", "C", "C", "C", "F", "C", "Cl", "C", "C", "N", "C", "C", "C", "C", "O", "C", "H", "H", "H", "H", "H", "H", "H", "H", "H", "H", "H", "H", "H", "H", "H", "H", "H", "H", "H"], "coordinates": [[6.929, -1.605, -0.572], [6.119, -0.562, 0.183], [6.924, -0.059, 1.156], [5.398, 0.500, -0.707], [4.139, 0.023, -0.203], [3.102, 0.868, 0.186], [2.998, 1.927, -0.421], [2.123, 0.582, 1.370], [0.702, 0.896, 1.065], [0.281, 2.241, 1.103], [-0.926, 2.691, 0.811], [-1.821, 1.739, 0.359], [-1.523, 0.422, 0.208], [-2.767, -0.247, -0.249], [-2.923, -1.696, -0.414], [-3.943, -2.312, 0.291], [-4.156, -3.713, 0.153], [-3.263, -4.465, -0.659], [-3.402, -5.806, -0.737], [-2.213, -3.794, -1.368], [-1.137, -4.753, -2.273], [-2.060, -2.418, -1.256], [-3.716, 0.762, -0.406], [-3.138, 1.965, -0.013], [-3.770, 3.326, 0.063], [-4.761, 3.655, -1.029], [-5.286, 3.442, 0.404], [-0.182, -0.042, 0.587], [0.137, -1.226, 0.544], [4.728, -0.949, 0.707], [7.301, -2.429, 0.075], [7.807, -1.131, -1.028], [6.298, -2.062, -1.359], [5.528, 0.409, -1.788], [5.652, 1.470, -0.317], [2.422, 1.190, 2.259], [2.247, -0.488, 1.618], [1.062, 2.950, 1.394], [-4.584, -1.716, 0.946], [-4.985, -4.189, 0.676], [-1.307, -1.901, -1.831], [-4.777, 0.639, -0.673], [-3.134, 4.133, 0.424], [-4.948, 2.918, -1.787], [-4.710, 4.691, -1.417], [-5.782, 2.481, 0.634], [-5.671, 4.299, 0.967], [4.599, -0.684, 1.766], [4.387, -1.970, 0.556]], "smiles": "CC1(F)CN(C(=O)Cn2cnc3c(c(-c4ccc(F)c(Cl)c4)cn3C3CC3)c2=O)C1", "homo_energy_ha": -0.2963, "total_charge": 0}


No. 10
{"formula": "C5H9ClO2", "method": "ωB97M-V/def2-TZVPD", "species": ["C", "O", "C", "C", "C", "Cl", "O", "C", "H", "H", "H", "H", "H", "H", "H", "H", "H"], "coordinates": [[-3.061, -0.646, 0.716], [-2.156, -0.235, -0.359], [-0.987, -0.946, -0.351], [0.158, -0.162, -0.435], [1.543, -0.804, -0.730], [2.612, -0.184, 0.620], [0.224, 1.145, -0.594], [-0.743, 1.931, 0.118], [-2.500, -0.589, 1.678], [-4.082, -0.101, 0.700], [-3.469, -1.763, 0.701], [-0.993, -2.049, -0.394], [1.506, -1.934, -0.735], [2.058, -0.441, -1.623], [-0.706, 1.915, 1.271], [-1.832, 1.567, -0.253], [-0.392, 3.002, -0.167]], "smiles": "CO/C=C(/CCl)OC", "homo_energy_ha": -0.3110, "total_charge": 0}